{
  "formula": "C17H36FIN2O5S",
  "method": "ωB97M-V/def2-TZVPD",
  "spin_multiplicity": 1,
  "smiles": "CCSC[C@@]1(CCCI)OC(=O)O[C@@H]1F.COC[C@@H](C)N.COC[C@@H](C)N",
  "orbital_gap_ev": 9.1,
  "species": ["C", "C", "S", "C", "C", "C", "C", "C", "I", "O", "C", "O", "O", "C", "F", "H", "H", "H", "H", "H", "H", "H", "H", "H", "H", "H", "H", "H", "H", "C", "O", "C", "C", "C", "N", "H", "H", "H", "H", "H", "H", "H", "H", "H", "H", "H", "C", "O", "C", "C", "C", "N", "H", "H", "H", "H", "H", "H", "H", "H", "H", "H", "H"],
  "coordinates": [[0.0055, -1.8515, -1.9667], [0.1462, -0.7023, -3.1477], [-1.3260, 0.5032, -3.0188], [-2.8044, -0.4951, -3.5898], [-4.0782, -0.5093, -2.5582], [-5.1778, -1.4321, -3.4155], [-5.1975, -3.0078, -2.9619], [-6.4229, -3.2258, -1.8803], [-6.4669, -5.3236, -1.1740], [-3.8207, -0.8698, -1.1494], [-3.6790, 0.4307, -0.4286], [-3.2997, 0.6941, 0.8240], [-4.0064, 1.5537, -1.3672], [-4.9499, 0.8548, -2.2962], [-6.0676, 0.5343, -1.3310], [-0.8313, -2.6572, -2.2280], [-0.3501, -1.3019, -0.9966], [1.0562, -2.3525, -1.7936], [0.0213, -1.2759, -4.1759], [1.1718, -0.1058, -3.0989], [-3.1237, -0.1034, -4.6610], [-2.4603, -1.6268, -3.7381], [-4.8614, -1.4226, -4.5660], [-6.2660, -0.9742, -3.3903], [-4.1502, -3.3696, -2.5813], [-5.4738, -3.6802, -3.9086], [-7.4671, -2.9599, -2.3688], [-6.2658, -2.4497, -1.0090], [-5.2720, 1.4417, -3.2787], [-0.8474, 3.4788, -0.2347], [0.3769, 3.1645, -0.8808], [1.5120, 3.8714, -0.3718], [2.1241, 3.2537, 0.9065], [1.3184, 3.5440, 2.1703], [2.2963, 1.7985, 0.7741], [-0.8954, 4.5262, 0.0759], [-0.9976, 2.8178, 0.6206], [-1.6614, 3.2902, -0.9411], [2.2682, 3.8204, -1.1643], [1.2791, 4.9336, -0.2348], [3.1148, 3.7039, 1.0457], [0.4128, 2.9361, 2.2427], [1.9183, 3.3268, 3.0621], [1.0275, 4.5984, 2.2159], [2.9156, 1.6144, -0.0159], [1.3965, 1.4136, 0.4696], [3.2979, -0.1114, 3.0179], [4.0139, -1.1129, 2.3110], [5.4282, -1.0916, 2.5268], [5.8835, -1.7990, 3.8240], [5.6318, -0.9788, 5.0866], [5.2435, -3.1153, 3.9744], [3.8667, 0.8181, 3.1098], [3.0102, -0.4840, 4.0025], [2.3772, 0.1001, 2.4660], [5.8620, -1.6345, 1.6785], [5.8149, -0.0677, 2.4687], [6.9673, -1.9523, 3.7502], [4.5811, -0.9798, 5.3885], [6.2036, -1.3896, 5.9273], [5.9473, 0.0604, 4.9482], [5.4955, -3.6935, 3.1720], [4.2343, -2.9757, 3.8635]],
  "atomic_forces_ev_per_a": [[0.0, 0.7, 0.1], [-0.5, -1.8, -0.2], [0.4, -0.8, -0.2], [0.3, -0.7, -0.2], [-3.1, 0.3, -1.8], [0.2, -1.1, -0.2], [-1.2, -0.4, -0.6], [0.5, 1.9, -0.6], [0.0, 1.3, -0.3], [0.7, 3.5, 0.2], [1.9, 2.0, 4.3], [-2.7, -2.5, -9.0], [-1.3, -3.7, 0.5], [2.0, -0.2, 1.7], [1.9, 0.6, -3.1], [2.0, 1.7, 0.4], [0.8, -1.2, -1.7], [-2.2, 0.8, -0.3], [0.6, 1.5, 1.9], [-2.5, -1.2, -0.1], [0.4, -0.8, 2.4], [-0.9, 2.4, 0.4], [-0.5, 0.2, 2.6], [2.2, -1.0, 0.3], [-2.1, 0.8, -0.5], [0.7, 1.5, 2.0], [2.3, -0.8, 0.9], [-0.3, -1.9, -1.4], [0.5, -1.0, 2.7], [-0.2, -0.4, -0.2], [0.4, 0.6, 0.2], [0.1, -0.3, -0.2], [-0.4, -0.1, -0.1], [0.1, 0.1, 0.3], [-0.1, 0.3, -0.6], [0.1, 0.0, 0.1], [-0.1, 0.2, 0.1], [0.2, 0.0, 0.0], [-0.1, -0.1, 0.0], [-0.1, 0.0, 0.1], [-0.1, 0.0, -0.2], [0.1, 0.1, -0.1], [-0.1, 0.0, -0.2], [0.0, -0.1, 0.0], [0.0, 0.0, 0.2], [0.2, 0.1, 0.2], [-0.6, -0.4, 0.0], [0.7, 0.3, 0.0], [-0.2, -0.4, -0.1], [-0.4, 0.1, 0.0], [0.2, 0.1, 0.3], [-0.1, 0.1, -0.4], [0.0, -0.1, 0.0], [0.1, 0.1, 0.2], [0.4, 0.0, 0.1], [-0.1, 0.0, 0.1], [-0.1, 0.1, 0.1], [-0.1, 0.0, -0.1], [0.1, 0.0, -0.1], [-0.1, 0.0, -0.2], [-0.1, -0.1, 0.0], [0.0, 0.0, 0.2], [0.3, 0.0, 0.1]],
  "lowdin_charge": [-0.185, -0.497, 0.782, -0.399, -0.362, -0.135, -0.290, -0.652, 0.639, 0.009, -0.230, 0.046, -0.019, -0.111, -0.044, 0.079, 0.071, 0.081, 0.081, 0.097, 0.105, 0.114, 0.127, 0.129, 0.113, 0.117, 0.072, 0.070, 0.206, -0.100, -0.208, -0.196, -0.420, -0.068, 0.041, 0.091, 0.074, 0.077, 0.119, 0.117, 0.135, 0.068, 0.075, 0.079, 0.084, 0.081, -0.126, -0.196, -0.202, -0.432, -0.078, 0.031, 0.085, 0.071, 0.063, 0.117, 0.116, 0.132, 0.064, 0.076, 0.077, 0.070, 0.072]
}



{
  "formula": "C25H44F4N4O5P",
  "method": "ωB97M-V/def2-TZVPD",
  "spin_multiplicity": 1,
  "smiles": "CCC[C@H]1[C@@](CN)(COC(F)(F)F)[C@@H](CCCN)[N@+](c2ccncc2)(P(=O)(O)O)[C@]1(F)CCCCCOCC",
  "orbital_gap_ev": 7.8,
  "charge": 1,
  "species": ["C", "C", "C", "C", "C", "C", "N", "C", "O", "C", "F", "F", "F", "C", "C", "C", "C", "N", "N", "C", "C", "C", "N", "C", "C", "P", "O", "O", "O", "C", "F", "C", "C", "C", "C", "C", "O", "C", "C", "H", "H", "H", "H", "H", "H", "H", "H", "H", "H", "H", "H", "H", "H", "H", "H", "H", "H", "H", "H", "H", "H", "H", "H", "H", "H", "H", "H", "H", "H", "H", "H", "H", "H", "H", "H", "H", "H", "H", "H", "H", "H", "H", "H"],
  "coordinates": [[-4.1192, -1.2425, 1.6022], [-3.5655, -2.5573, 0.9541], [-2.0418, -2.7093, 0.6853], [-1.1689, -1.5233, 0.1376], [-1.6830, -0.4814, -0.9699], [-0.9343, -0.8722, -2.3407], [-1.4368, -2.1527, -2.8951], [-3.1771, -0.4221, -1.4318], [-3.3971, 0.2541, -2.7015], [-4.4136, -0.3447, -3.4175], [-4.0346, -1.5025, -4.0218], [-5.5328, -0.5565, -2.6313], [-4.8394, 0.4841, -4.4261], [-0.9480, 0.8835, -0.5346], [-1.6431, 2.2039, -1.0571], [-1.2333, 2.6463, -2.5150], [-1.3307, 4.2564, -2.5292], [-1.8308, 4.8121, -3.7905], [-0.2247, 0.8582, 0.8118], [-0.8540, 1.5368, 1.9816], [-2.2532, 2.0026, 2.0169], [-2.7744, 2.6765, 3.2056], [-2.0912, 2.9426, 4.3500], [-0.8140, 2.4826, 4.3532], [-0.1372, 1.7892, 3.2464], [1.3991, 1.4270, 0.2982], [1.3506, 2.7157, -0.4444], [2.2072, 0.2382, -0.5162], [2.4128, 1.7618, 1.5676], [-0.3422, -0.6434, 1.1963], [-1.2693, -0.7917, 2.3042], [0.9115, -1.3163, 1.9069], [1.6696, -2.4148, 1.0715], [3.0790, -2.7968, 1.7129], [4.1090, -1.5955, 1.7647], [5.5190, -2.1420, 1.2604], [5.6522, -2.0757, -0.1667], [6.7702, -1.2612, -0.5449], [6.3151, 0.2560, -0.7609], [-5.1592, -0.9906, 1.2531], [-3.4855, -0.3458, 1.3632], [-4.1246, -1.3313, 2.7192], [-4.1518, -2.7391, 0.0050], [-3.8844, -3.4081, 1.6268], [-1.5549, -3.1099, 1.6244], [-1.9217, -3.5621, -0.0484], [-0.4156, -2.0957, -0.4831], [-0.9698, -0.0278, -3.0887], [0.1828, -1.0197, -2.1772], [-1.1453, -2.2492, -3.8748], [-0.9326, -2.9073, -2.4137], [-3.8163, 0.1298, -0.6844], [-3.5246, -1.4808, -1.5741], [-0.0950, 0.8378, -1.2854], [-1.2874, 3.0329, -0.3725], [-2.7647, 2.2107, -0.9332], [-0.1533, 2.4096, -2.6934], [-1.9363, 2.2417, -3.2822], [-0.3790, 4.7163, -2.1642], [-2.1128, 4.4992, -1.7455], [-1.1158, 4.7480, -4.5132], [-2.7172, 4.4043, -4.0784], [-2.9342, 1.8355, 1.1581], [-3.8438, 3.0077, 3.1535], [-0.2182, 2.6549, 5.2867], [0.9030, 1.4523, 3.4225], [3.1659, 0.4412, -0.4890], [2.4180, 2.7214, 1.7501], [0.5919, -1.8399, 2.8523], [1.6833, -0.5750, 2.2555], [1.7281, -2.2296, -0.0305], [1.0598, -3.3650, 1.1782], [2.8448, -3.0983, 2.7771], [3.4883, -3.7295, 1.2322], [3.7845, -0.6720, 1.2311], [4.2687, -1.3595, 2.8575], [5.5511, -3.2396, 1.5337], [6.3592, -1.6570, 1.8256], [7.1116, -1.6185, -1.5581], [7.6568, -1.3495, 0.1323], [5.2250, 0.3299, -0.5122], [6.4151, 0.5345, -1.8450], [6.9013, 0.9675, -0.1229]],
  "atomic_forces_ev_per_a": [[0.3, 0.4, 0.2], [-1.3, -0.2, -0.1], [0.2, -0.7, 0.6], [1.3, 0.2, -2.1], [1.3, 0.1, -1.0], [1.4, -0.2, -0.3], [0.6, 0.3, 0.2], [-0.9, -0.3, 1.6], [-0.6, -0.8, -0.5], [-0.9, 0.7, -0.9], [-0.6, 1.1, 1.1], [1.6, -0.2, -0.9], [1.0, -0.8, 1.5], [-0.8, 0.4, -4.3], [0.3, 0.9, 1.2], [0.2, 1.1, 0.9], [-1.6, -0.9, 0.5], [1.1, 0.2, 0.5], [-1.3, -2.1, 0.7], [-1.7, 3.4, 3.8], [1.7, -0.2, 0.7], [0.5, -0.7, -1.1], [1.0, -1.3, -1.9], [0.5, -0.6, -1.2], [-1.6, 0.3, -0.7], [4.8, 3.4, -1.0], [-1.3, -1.8, 0.6], [-2.0, 1.1, 1.7], [-1.6, -1.5, -0.7], [-1.3, -4.5, 2.8], [0.5, 1.5, -0.8], [1.5, -0.2, -0.7], [-0.1, -1.5, 0.3], [-1.2, 0.7, 0.3], [1.1, -1.5, 0.6], [-0.8, -0.5, 0.7], [1.1, 0.5, 1.0], [0.0, 0.8, -1.7], [0.3, -0.4, 0.0], [1.0, -0.5, 0.4], [-0.5, -0.9, 0.2], [0.0, 0.2, -1.0], [0.8, 0.2, 0.9], [0.5, 0.8, -0.8], [-0.4, 0.6, -1.0], [-0.2, 1.0, 0.6], [-0.4, 0.8, 1.1], [-0.5, -1.0, 0.7], [-1.0, 0.6, 0.4], [-0.3, 0.2, 0.4], [-0.4, 0.3, -0.2], [0.6, -0.8, -0.7], [0.4, 1.1, 0.5], [-0.5, 0.1, 1.2], [-0.3, -0.8, -0.7], [1.1, -0.3, -0.3], [-1.0, -0.2, -0.1], [0.8, 0.2, 0.6], [-0.7, -0.4, -0.7], [0.8, 0.0, -0.8], [-0.5, -0.1, 0.0], [0.5, 0.0, 0.0], [0.6, 0.2, 0.8], [1.2, -0.3, 0.2], [-0.7, -0.2, -1.0], [-0.9, 0.3, -0.2], [-0.3, -0.1, 0.0], [-0.2, -0.3, -0.3], [-0.1, 0.8, -1.1], [-0.9, -0.3, -0.5], [0.2, 0.2, 1.0], [0.5, 1.0, -0.3], [0.3, 0.2, -1.0], [-0.4, 1.2, 0.2], [0.3, -0.8, 0.4], [-0.2, 0.1, -1.1], [0.0, 1.1, -0.1], [-0.7, -0.2, -0.8], [-0.4, 0.1, 1.1], [-0.9, 0.0, -0.3], [0.9, 0.0, 0.0], [0.0, -0.1, 1.1], [-0.6, -0.5, -0.6]],
  "lowdin_charge": [-0.105, -0.229, -0.135, -0.112, -0.215, -0.206, 0.034, -0.102, 0.003, -0.597, 0.148, 0.127, 0.140, -0.191, -0.153, -0.161, -0.267, -0.017, -0.052, -0.146, 0.028, -0.088, 0.068, -0.094, 0.023, 0.633, -0.209, -0.096, -0.137, -0.221, -0.030, -0.087, -0.194, -0.174, -0.149, -0.211, -0.173, -0.244, -0.053, 0.091, 0.029, 0.086, 0.105, 0.121, 0.126, 0.129, 0.114, 0.130, 0.127, 0.098, 0.078, 0.130, 0.129, 0.101, 0.113, 0.122, 0.110, 0.104, 0.121, 0.112, 0.070, 0.070, 0.098, 0.127, 0.125, 0.099, 0.079, 0.111, 0.147, 0.097, 0.103, 0.119, 0.119, 0.120, 0.071, 0.121, 0.126, 0.126, 0.122, 0.119, 0.040, 0.079, 0.079]
}



Asked for calculated total energy across the records above, the calculation gives -53077.2106 -62985.9132 eV in order.
Asked for HOMO energy across the records above, the calculation gives -0.32906 -0.41198 hartree in order.